(1)
The following is a DFT calculation (ωB97M-V/def2-TZVPD) of C5H16BO3V as an isolated structure.

Output
LUMO (spin up / spin down): 0.1049 / 0.1044 Eh
frontier orbital gap (spin up / spin down): 5.5278 / 6.8107 eV
net charge: -1
2S+1: 4

Last column: Löwdin spin population.
Cartesian coordinates (Å):
1 V 1.1598 -13.1126 29.1943  2.680
2 B -0.6198 -14.1167 28.4045  0.036
3 H 0.3150 -14.4886 27.8461  0.008
4 H -0.6098 -12.9756 28.2595  0.011
5 H -1.6185 -14.5519 28.0073  0.006
6 H -0.4636 -14.2963 29.5299  0.005
7 C 3.0635 -12.1307 26.4906  0.002
8 O 2.6121 -12.4028 27.7627  0.069
9 H 3.8020 -11.3130 26.4575  0.001
10 H 3.5497 -13.0412 26.1004  0.001
11 H 2.2656 -11.8473 25.7835  0.002
12 C -0.1185 -10.9037 31.2220  0.003
13 O 0.9369 -11.5867 30.6659  0.062
14 H -0.2500 -9.8829 30.8280  0.001
15 H -1.0531 -11.4843 31.1084  0.001
16 H -0.0351 -10.7716 32.3206  0.000
17 C 1.5053 -17.0323 30.5156  0.007
18 C 1.9906 -15.7045 31.0373  0.055
19 O 2.0062 -14.7363 30.3222  0.032
20 C 2.4229 -15.6180 32.4754  0.008
21 H 0.6988 -17.4879 31.0838  0.002
22 H 2.3782 -17.6948 30.4671  0.002
23 H 1.2141 -16.9461 29.4679  0.000
24 H 1.5141 -15.6301 33.0808  0.003
25 H 2.9348 -14.6665 32.6240  0.000
26 H 3.1220 -16.3846 32.8074  0.001


(2)
The following is a DFT calculation (ωB97M-V/def2-TZVPD) of a 10-piece molecular cluster, C49H104F18N9O12PS4 overall.

Output
LUMO: -0.3553 Eh
frontier orbital gap: 4.8134 eV
net charge: +4
2S+1: 1

Last column: Mulliken charge in e.
Cartesian coordinates (Å):
1 C 3.1623 -7.1829 2.9723  -1.006
2 C 2.4125 -7.8412 1.8931  -0.855
3 C 2.6819 -7.1913 0.4669  0.627
4 C 2.1147 -7.9802 -0.7342  -0.918
5 N 1.8797 -7.1142 -2.0354  0.714
6 C 3.1348 -6.2841 -2.3693  -1.051
7 C 2.8150 -4.7775 -1.9633  -0.519
8 C 1.2810 -4.7058 -2.1898  1.272
9 C 0.7437 -6.0724 -1.6938  -0.954
10 C 1.5159 -7.9389 -3.3115  -0.995
11 C 2.4053 -9.1303 -3.7162  -0.244
12 C 2.1521 -9.7268 -5.1183  -1.413
13 H 3.4728 -7.8156 3.8038  0.425
14 H 2.4187 -6.5241 3.4209  0.124
15 H 3.9704 -6.5355 2.6319  0.258
16 H 1.3570 -7.9501 2.1424  0.444
17 H 2.7556 -8.8758 1.9001  0.380
18 H 3.7563 -7.0354 0.3704  0.421
19 H 2.3392 -6.1572 0.5035  -0.551
20 H 1.1053 -8.3594 -0.5749  0.279
21 H 2.7611 -8.8284 -0.9598  0.526
22 H 3.5576 -6.5152 -3.3470  0.524
23 H 3.8949 -6.5429 -1.6323  0.226
24 H 3.4851 -4.1273 -2.5255  0.619
25 H 3.1654 -4.6287 -0.9419  -0.002
26 H 1.2632 -4.4432 -3.2475  0.120
27 H 1.0121 -3.8628 -1.5533  -0.647
28 H -0.1846 -6.4828 -2.0911  0.369
29 H 0.6129 -6.0391 -0.6122  0.167
30 H 1.4616 -7.2123 -4.1221  0.455
31 H 0.4675 -8.2355 -3.2808  0.427
32 H 2.2461 -9.9127 -2.9742  0.286
33 H 3.4524 -8.8310 -3.6714  0.420
34 H 1.9560 -9.0054 -5.9115  0.369
35 H 1.3876 -10.5037 -5.1077  0.363
36 H 3.0345 -10.2270 -5.5174  0.370
37 C -2.3181 6.9548 -4.6880  -1.287
38 C -0.9245 7.0694 -3.9809  -0.449
39 C -0.9173 6.6470 -2.5284  0.293
40 C -1.8307 7.4536 -1.6396  -1.468
41 N -1.6489 7.2673 -0.1021  0.811
42 C -2.7524 7.9255 0.8048  -0.825
43 C -2.4450 9.3662 0.9715  -0.739
44 C -0.9457 9.2704 1.2909  -0.491
45 C -0.4293 8.1409 0.4018  -0.510
46 C -1.5472 5.7313 0.2927  -0.391
47 C -2.8224 4.9379 -0.0129  -0.616
48 C -2.5267 3.4820 0.1595  -0.723
49 H -2.7375 5.9774 -4.4496  0.325
50 H -2.4743 7.2345 -5.7299  0.384
51 H -3.0233 7.5328 -4.0907  0.308
52 H -0.5814 8.1007 -4.0633  0.452
53 H -0.3088 6.3963 -4.5775  0.032
54 H 0.1246 6.8207 -2.2593  0.225
55 H -1.1051 5.5735 -2.5101  0.178
56 H -2.8751 7.3098 -1.9166  0.334
57 H -1.6393 8.5173 -1.7804  0.607
58 H -2.6739 7.3584 1.7323  0.462
59 H -3.7478 7.7705 0.3887  0.328
60 H -3.0261 9.9210 1.7082  0.521
61 H -2.4318 9.8697 0.0049  0.329
62 H -0.8712 9.0168 2.3483  0.054
63 H -0.2954 10.1140 1.0598  0.430
64 H 0.2478 7.4521 0.9069  0.309
65 H 0.1220 8.4332 -0.4920  0.367
66 H -1.2026 5.7074 1.3265  0.648
67 H -0.7642 5.3291 -0.3501  -0.286
68 H -3.1342 5.1014 -1.0444  0.296
69 H -3.6630 5.3329 0.5577  0.392
70 H -2.4864 3.0971 1.1784  -0.087
71 H -1.6903 3.2632 -0.5045  0.219
72 H -3.3808 2.9726 -0.2867  0.557
73 C 1.8313 4.0868 -5.3260  -0.402
74 C 3.2407 4.6042 -4.7878  -0.812
75 C 3.4737 4.2518 -3.2989  -0.414
76 C 3.8003 2.7646 -2.8987  0.239
77 N 4.3201 2.5254 -1.4313  0.126
78 C 5.7485 3.1332 -1.2324  -0.567
79 C 6.7391 2.2064 -1.9939  -0.883
80 C 6.0168 0.8433 -1.9470  -0.774
81 C 4.6406 0.9843 -1.3295  0.119
82 C 3.3148 3.1055 -0.3479  -1.422
83 C 1.9349 2.3726 -0.3236  1.509
84 C 0.9941 3.0379 0.7373  -0.550
85 H 1.6852 3.0613 -4.9868  -0.118
86 H 1.6821 4.1802 -6.4017  0.449
87 H 1.0924 4.7152 -4.8289  -0.053
88 H 3.3834 5.6769 -4.9183  0.393
89 H 3.8850 4.0736 -5.4888  0.299
90 H 2.4648 4.4555 -2.9401  0.179
91 H 4.1445 4.9654 -2.8205  0.408
92 H 4.6051 2.3404 -3.4990  0.889
93 H 2.8375 2.2586 -2.9698  -0.956
94 H 5.9381 2.9745 -0.1708  0.545
95 H 5.7373 4.1845 -1.5200  0.551
96 H 7.7191 2.0181 -1.5554  0.341
97 H 6.8576 2.4723 -3.0443  0.376
98 H 6.5838 0.0831 -1.4096  0.554
99 H 5.9533 0.5148 -2.9843  0.285
100 H 4.7711 0.6923 -0.2875  0.060
101 H 3.9415 0.2845 -1.7873  0.039
102 H 3.2118 4.1639 -0.5874  0.450
103 H 3.8915 3.1116 0.5770  0.563
104 H 2.0786 1.3302 -0.0394  -0.909
105 H 1.4897 2.2340 -1.3088  0.274
106 H 0.6474 3.9878 0.3306  -0.116
107 H 1.5747 3.2986 1.6222  0.563
108 H 0.1863 2.3993 1.0948  -0.270
109 C -1.4195 -2.2588 -5.8221  -1.255
110 C -0.5499 -2.0947 -4.6142  0.549
111 O -0.6299 -2.7781 -3.5865  -0.308
112 N 0.5933 -1.0998 -4.7942  0.095
113 H 1.3938 -1.5374 -5.2275  0.382
114 H 0.2252 -0.4241 -5.4484  0.493
115 C 0.9401 -0.4537 -3.4674  -0.644
116 H -1.3324 -1.4815 -6.5812  0.435
117 H -2.4686 -2.3415 -5.5380  0.332
118 H -1.1249 -3.0839 -6.4706  0.344
119 H 1.4214 0.5048 -3.6618  0.143
120 H 1.7317 -1.0785 -3.0537  0.314
121 H 0.2167 -0.3203 -2.6631  0.092
122 C -1.4190 -2.7440 6.1458  -1.281
123 C -1.7557 -3.1447 4.7011  0.285
124 O -1.1198 -2.7895 3.7257  -0.290
125 N -2.9731 -4.0605 4.5464  0.261
126 H -3.3392 -4.3084 5.4545  0.451
127 H -3.7027 -3.5620 4.0572  -0.076
128 C -2.6512 -5.3155 3.7986  -0.899
129 H -1.5271 -3.3878 7.0187  0.477
130 H -2.0710 -1.9512 6.5123  0.406
131 H -0.3881 -2.3962 6.0789  0.298
132 H -2.0832 -5.9953 4.4337  0.408
133 H -2.2835 -5.0562 2.8058  0.317
134 H -3.5047 -5.9702 3.6229  0.343
135 C -4.2978 -4.6372 -0.8300  -0.585
136 C -5.7299 -5.2149 -0.7169  0.253
137 O -6.6471 -4.7551 -1.4088  -0.417
138 N -5.9917 -6.4148 0.2010  -0.139
139 H -6.6788 -7.0566 -0.1679  0.414
140 H -5.2219 -7.0681 0.2287  0.386
141 C -6.3766 -5.9744 1.6697  -0.600
142 H -3.9073 -4.4212 0.1645  -0.139
143 H -4.4693 -3.6486 -1.2560  0.330
144 H -3.4875 -5.2129 -1.2773  0.570
145 H -6.5801 -6.9268 2.1590  0.438
146 H -7.3035 -5.4075 1.5828  0.371
147 H -5.5337 -5.5028 2.1750  0.044
148 C -1.5713 -1.9249 -0.2628  -0.082
149 C -1.4130 -0.5021 0.3374  0.941
150 O -1.6691 0.5059 -0.3075  -0.555
151 N -0.8447 -0.4356 1.7242  2.325
152 H -0.8337 -1.3745 2.0965  -0.195
153 H 0.1326 -0.2395 1.5611  -0.557
154 C -1.5250 0.5527 2.6520  -0.564
155 H -1.3862 -1.9844 -1.3353  -0.291
156 H -2.5829 -2.2778 -0.0623  0.010
157 H -0.8724 -2.6574 0.1409  -0.037
158 H -2.4954 0.9002 2.2975  0.382
159 H -0.9123 1.4464 2.7703  -0.056
160 H -1.5975 0.0763 3.6297  0.317
161 C -2.3435 8.6244 5.0301  0.571
162 F -2.8814 8.9841 6.1801  -0.211
163 F -3.2541 8.5325 4.0914  -0.217
164 F -1.4356 9.5514 4.5988  -0.224
165 S -1.3714 6.9349 5.1083  1.138
166 O -0.3507 7.0020 4.0727  -0.592
167 O -0.8373 6.9133 6.4655  -0.616
168 N -2.5902 5.7780 4.8558  -0.381
169 S -1.8617 4.4819 4.6877  1.065
170 O -2.5022 3.5608 3.7006  -0.744
171 O -0.4523 4.4547 4.3848  -0.596
172 C -2.1324 3.7673 6.4648  0.483
173 F -1.8360 2.4590 6.4143  -0.159
174 F -1.3962 4.3636 7.4469  -0.209
175 F -3.4055 3.9940 6.8322  -0.222
176 C 2.1770 -3.4912 2.1078  0.154
177 F 2.0950 -3.2027 3.3914  -0.159
178 F 3.1641 -4.2658 1.9335  -0.153
179 F 1.0295 -4.0310 1.6844  -0.081
180 S 2.5279 -1.8239 1.0541  0.307
181 O 3.9449 -1.6659 0.7197  -0.672
182 O 1.7040 -1.9074 -0.1777  -0.102
183 N 1.8756 -0.5847 2.0419  -0.397
184 S 3.0671 -0.0773 2.8554  0.858
185 O 3.7133 -1.1977 3.5294  -0.620
186 O 3.9445 0.9718 2.3381  -0.654
187 C 2.0819 0.8706 4.2523  0.505
188 F 1.2381 1.7968 3.6912  -0.147
189 F 1.3577 -0.0120 5.0598  -0.228
190 F 2.9341 1.4432 5.0746  -0.165
191 P -5.3624 -2.0143 2.4547  1.359
192 F -6.1384 -2.3285 1.0521  -0.401
193 F -4.4883 -0.7513 1.7561  -0.359
194 F -6.4830 -0.9221 2.9579  -0.314
195 F -4.5878 -1.8461 3.9128  -0.414
196 F -6.0603 -3.2819 3.3138  -0.402
197 F -4.2044 -3.0401 1.9998  -0.225


Number 1: E_tot -37949.7516 eV. Number 2: E_tot -191986.8488 eV.